1.
Here is a gas-phase ion, C3H7N2S (charge +1) from OMol25. Energies are from ωB97M-V with the def2-TZVPD basis set.

ORCA input file:
```
! wB97M-V def2-TZVPD RIJCOSX def2/J DEFGRID3
* xyz 1 1
H 1.13 1.84 -0.18
C 0.60 1.05 0.23
H -0.76 1.12 -1.21
H 1.74 -2.38 0.29
N -0.18 -1.73 -0.08
N -0.73 0.84 -0.30
C 1.59 -0.16 0.11
H -0.58 -2.71 0.01
H -0.85 -0.35 -0.29
H 0.63 1.14 1.23
H -1.38 1.13 0.40
C 1.05 -1.49 0.13
S 3.14 0.22 -0.10
*
```

## Properties
- structure (SMILES) = [H]/N=C/C(=S)C[NH3+]
- highest occupied orbital energy (eV) = -13.47
- relative energy (zero: lowest compared OMol25 entry of this formula, charge and spin) (kcal per mole) = 50.21
- DFT total energy (eV) = -17031.3932
- strongest force on any atom (eV Å⁻¹) = 4.55
- E_LUMO (eV) = -5.69

---

2.
Here is 2 unconnected molecules or ions with the total composition C3H7N2S2 from OMol25. Energies are from ωB97M-V with the def2-TZVPD basis set.

ORCA input file:
```
! wB97M-V def2-TZVPD RIJCOSX def2/J DEFGRID3
* xyz 1 1
C 2.50 -0.64 0.75
S 1.81 1.82 -0.05
H -2.59 0.25 -0.71
H -1.48 1.28 -1.22
C 3.82 -0.80 0.37
H -2.61 1.75 0.01
H 4.22 -1.74 0.82
C 1.38 0.25 0.45
H -0.18 -1.03 0.79
H 2.27 -1.55 1.40
H -0.80 0.50 0.22
N 0.09 -0.12 0.59
N -1.99 1.00 -0.38
S 4.85 -0.06 -0.80
*
```

## Properties
- highest occupied orbital energy (spin up / spin down) (eV) = -13.09 / -12.85
- relative energy (zero: lowest compared OMol25 entry of this formula, charge and spin) (kcal per mole) = 81.09
- DFT total energy (eV) = -27865.3784
- strongest force on any atom (eV Å⁻¹) = 4.46
- E_LUMO (spin up / spin down) (eV) = -7.13 / -6.37

---

3.
Here is 3 unconnected molecules or ions with the total composition C3H7N2S2 from OMol25. Energies are from ωB97M-V with the def2-TZVPD basis set.

ORCA input file:
```
! wB97M-V def2-TZVPD RIJCOSX def2/J DEFGRID3
* xyz 1 1
C -2.00 2.37 1.84
C -1.35 -0.58 -0.37
H -2.65 -1.76 0.41
S -0.44 0.76 -1.13
H -2.10 1.65 2.54
H 2.08 -1.11 -0.34
S 0.36 -0.50 0.44
C -1.97 3.15 0.95
N 2.93 -1.65 -0.90
H 3.21 -0.86 -1.43
H -2.03 3.83 0.19
N -2.44 -1.11 -0.31
H 3.77 -1.87 -0.35
H 2.63 -2.31 -1.55
*
```

## Properties
- highest occupied orbital energy (eV) = -12.84
- relative energy (zero: lowest compared OMol25 entry of this formula, charge and spin) (kcal per mole) = 107.26
- DFT total energy (eV) = -27864.2435
- strongest force on any atom (eV Å⁻¹) = 4.14
- E_LUMO (eV) = -4.52

---

4.
Here is a gas-phase ion, C3H7N2S3 (charge +1) from OMol25. Energies are from ωB97M-V with the def2-TZVPD basis set.

ORCA input file:
```
! wB97M-V def2-TZVPD RIJCOSX def2/J DEFGRID3
* xyz 1 3
C 0.41 0.95 0.60
S 1.31 -0.15 -0.35
H 0.96 1.83 0.96
S -1.24 1.12 0.85
S -3.64 0.01 -0.63
H -3.26 0.62 -1.75
H -2.53 -2.15 -0.08
H 0.00 -2.63 0.48
C -1.66 -1.48 0.16
C 2.87 0.82 -0.21
H 3.06 1.01 -1.31
N -0.49 -1.71 0.54
N -2.14 -0.21 0.05
H 2.72 1.75 0.33
H 3.61 0.21 0.35
*
```

## Properties
- <S²> = 2.0084
- highest occupied orbital energy (spin up / spin down) (eV) = -11.32 / -13.34
- DFT total energy (eV) = -38698.3395
- strongest force on any atom (eV Å⁻¹) = 3.13
- E_LUMO (spin up / spin down) (eV) = -3.77 / -7.92

---

5.
Here is a gas-phase ion, C3H7N2Si (charge +1) from OMol25. Energies are from ωB97M-V with the def2-TZVPD basis set.

ORCA input file:
```
! wB97M-V def2-TZVPD RIJCOSX def2/J DEFGRID3
* xyz 1 1
N -0.63 0.22 -0.13
H 0.00 2.26 0.19
H -2.61 -1.45 -0.61
C 0.27 1.18 -0.01
C 1.63 0.89 -0.06
H 2.48 1.45 0.23
H -3.10 0.44 -1.06
H 2.86 -0.55 -0.22
H 1.00 -2.28 0.28
H -2.40 -0.26 1.41
N 1.89 -0.43 0.03
C 0.96 -1.29 -0.04
Si -2.34 -0.18 -0.02
*
```

## Properties
- highest occupied orbital energy (spin up / spin down) (eV) = -13.56 / -13.56
- relative energy (zero: lowest compared OMol25 entry of this formula, charge and spin) (kcal per mole) = 120.14
- DFT total energy (eV) = -14070.3219
- strongest force on any atom (eV Å⁻¹) = 5.56
- E_LUMO (spin up / spin down) (eV) = -6.13 / -6.13

---

6.
Here is 2 unconnected molecules or ions with the total composition C3H7N3 from OMol25. Energies are from ωB97M-V with the def2-TZVPD basis set.

ORCA input file:
```
! wB97M-V def2-TZVPD RIJCOSX def2/J DEFGRID3
* xyz 0 1
N 0.10 -1.97 0.07
H 0.09 -1.66 1.02
C -1.57 0.00 -0.27
C 0.70 1.35 0.64
H -0.62 -2.74 -0.02
H -0.43 -0.67 -1.85
H 1.70 0.48 -1.04
C -0.33 -0.23 -0.91
H 1.75 1.72 0.83
H 0.42 0.76 1.45
N -2.55 0.09 0.30
N 0.67 0.65 -0.72
H 0.07 2.20 0.50
*
```

## Properties
- highest occupied orbital energy (spin up / spin down) (eV) = -8.70 / -8.70
- relative energy (zero: lowest compared OMol25 entry of this formula, charge and spin) (kcal per mole) = 65.73
- DFT total energy (eV) = -7691.8290
- strongest force on any atom (eV Å⁻¹) = 3.86
- E_LUMO (spin up / spin down) (eV) = 0.67 / 0.67